No. 1
Density functional theory data (ωB97M-V/def2-TZVPD) for a single C2H3N3O2 molecule in a non-equilibrium geometry.

Geometry as XYZ:
```
10
C2H3N3O2 | the Open Molecules 2025 dataset | ωB97M-V/def2-TZVPD
N -1.39655 0.33409 1.41406
N -0.39164 0.29162 0.42546
O 0.61513 1.14274 0.56739
N 1.54453 0.74605 -0.34346
C 1.18092 -0.27267 -0.93021
C -0.19749 -0.65239 -0.51966
O -0.91275 -1.54968 -0.99176
H -1.16724 -0.02547 2.32690
H -2.25845 -0.11097 1.10676
H 1.61172 -0.65997 -1.81196
```

The molar mass is 101.06 g mol⁻¹. The spin multiplicity is 1. As for the SMILES: Nn1oncc1=O. For the energy above the lowest of the compared OMol25 structures with the same formula, charge and spin, the calculation gives 467.7 kJ/mol. Its lowest unoccupied orbital energy is 0.603 eV.


No. 2
Density functional theory data (ωB97M-V/def2-TZVPD) for a molecular structure, C3H7N2S in a non-equilibrium geometry.

Geometry as XYZ:
```
13
C3H7N2S | the Open Molecules 2025 dataset | ωB97M-V/def2-TZVPD
C -0.62545 0.48344 -0.42861
C 0.04592 1.78842 -0.40293
C 0.96442 -0.92726 0.72467
N -1.31108 -1.50822 0.11971
N -0.28871 -0.59739 0.15088
S -2.07960 0.01340 -1.29258
H 0.47472 1.91531 0.57981
H 0.71978 1.76023 -1.26887
H -0.64747 2.59671 -0.51941
H 1.13639 -1.97788 0.63107
H 1.73398 -0.30967 0.31524
H 0.97398 -0.91411 1.84043
H -1.09686 -2.32299 -0.44941
```

The molar mass is 103.17 g mol⁻¹. The spin multiplicity is 3. As for the expectation value of S²: 2.0364. Its charge is +1. For the energy above the lowest of the compared OMol25 structures with the same formula, charge and spin, the calculation gives 196.1 kJ/mol. Its lowest unoccupied orbital energy (alpha / beta) is -4.365 / -8.079 eV.


No. 3
Density functional theory data (ωB97M-V/def2-TZVPD) for 10 unconnected molecules or ions with the total composition C40H80O15 in a non-equilibrium geometry.

Geometry as XYZ:
```
135
C40H80O15 | the Open Molecules 2025 dataset | ωB97M-V/def2-TZVPD
C -1.17216 -0.83483 5.41058
C -1.14493 -0.24378 4.01044
O -0.32022 0.95998 3.95805
C 0.89917 0.80170 3.53738
C 1.82417 1.99763 3.60581
O 1.28248 -0.27461 3.09344
H -1.81252 -1.69750 5.47672
H -1.56601 -0.02877 6.03877
H -0.13856 -1.03026 5.66120
H -0.70386 -0.93317 3.31096
H -2.16090 0.02878 3.76585
H 1.51989 2.67095 4.40198
H 1.74191 2.56478 2.61121
H 2.84165 1.61738 3.74514
C 5.20357 -2.24483 -2.29960
C 5.47389 -3.14755 -1.09308
O 5.02157 -2.63669 0.11708
C 5.55504 -1.49792 0.64582
C 4.80271 -1.14464 1.89930
O 6.45824 -0.92063 0.06461
H 5.68002 -2.72332 -3.15641
H 5.66811 -1.26734 -2.33793
H 4.14064 -2.13840 -2.35846
H 5.00129 -4.08417 -1.24417
H 6.53238 -3.31768 -1.05449
H 3.75360 -0.81224 1.66438
H 5.32372 -0.34568 2.40747
H 4.68899 -2.03180 2.52858
C -3.04820 -1.69545 -5.53249
C -2.48995 -1.01680 -4.28106
O -1.30317 -0.42566 -4.84129
C -0.14850 -1.07824 -4.68686
C 0.97410 -0.32525 -5.35164
O -0.01464 -2.16404 -4.08081
H -3.95971 -2.22657 -5.39222
H -2.22977 -2.36553 -5.94983
H -3.17585 -0.89064 -6.25030
H -3.00571 -0.17521 -3.80284
H -2.10746 -1.71919 -3.48804
H 1.64789 0.01562 -4.53130
H 0.59172 0.57235 -5.81029
H 1.41600 -0.98976 -6.06717
C -4.34868 2.84525 -1.08439
C -5.04602 2.00432 -0.10904
O -4.09860 1.18479 0.63773
C -4.43663 0.48562 1.69157
C -5.85041 0.57113 2.21603
O -3.63150 -0.30085 2.13481
H -3.62513 3.46785 -0.52991
H -4.97828 3.51386 -1.60671
H -3.76205 2.32576 -1.79356
H -5.71819 2.55993 0.51738
H -5.63604 1.25238 -0.67600
H -6.49181 1.25495 1.64634
H -5.87448 0.94277 3.24003
H -6.18952 -0.47240 2.00704
C -0.21780 -4.33821 2.35771
C 0.53656 -5.51569 1.87998
O 1.39889 -5.01717 0.79779
C 1.05163 -5.24572 -0.46037
C 1.89168 -4.57793 -1.49217
O 0.10938 -5.97295 -0.74052
H -0.78472 -3.88703 1.53225
H 0.44105 -3.57851 2.79312
H -0.97276 -4.69779 3.06400
H 1.27364 -6.00336 2.53440
H -0.16658 -6.28281 1.44935
H 1.41179 -3.63775 -1.70887
H 1.95433 -5.19652 -2.37114
H 2.88055 -4.39832 -1.09456
C -3.42420 -4.72960 -0.48894
C -3.58611 -3.34007 0.18735
C -4.08164 -2.42432 -0.98188
O -3.89190 -3.16802 -2.19084
C -3.02540 -4.33161 -1.88020
H -4.42552 -5.17750 -0.48396
H -2.66008 -5.28170 0.02452
H -2.62499 -2.92215 0.46027
H -4.21131 -3.31463 1.06215
H -3.56337 -1.44525 -0.97986
H -5.12655 -2.17419 -0.86333
H -1.95908 -4.10452 -2.02130
H -3.21572 -5.16811 -2.57384
C 1.08203 2.68053 -2.95544
C 0.98330 3.52923 -1.73837
C -0.55898 3.77452 -1.54583
O -1.18711 3.08529 -2.52936
C -0.34756 2.10225 -3.06280
H 1.82756 1.88558 -2.93228
H 1.31130 3.20707 -3.89730
H 1.52299 4.49125 -1.84380
H 1.30943 3.01180 -0.86424
H -0.78854 4.83857 -1.57334
H -0.80428 3.42624 -0.51200
H -0.64828 2.01340 -4.11265
H -0.43604 1.15357 -2.55668
C -2.09117 5.27924 3.20929
C -1.36553 3.99253 3.06933
C -2.35780 3.08209 2.42593
O -3.63627 3.43212 3.03763
C -3.58148 4.82474 3.42376
H -2.12203 5.81791 2.30328
H -1.71859 5.95915 3.94379
H -1.02391 3.47451 4.01101
H -0.39041 4.17522 2.49911
H -2.20406 2.02308 2.68004
H -2.36277 3.26439 1.29312
H -3.80115 4.95378 4.47643
H -4.23740 5.40931 2.81012
C 6.05465 3.41207 -0.57493
C 4.55066 3.90414 -0.47846
C 4.02850 3.28621 0.83167
O 4.97757 2.27704 1.16782
C 6.29966 2.67993 0.73656
H 6.69706 4.30956 -0.79258
H 6.08958 2.70870 -1.43284
H 4.00673 3.50891 -1.33550
H 4.46137 4.98167 -0.42895
H 3.07310 2.83428 0.75741
H 4.01977 4.01773 1.65782
H 6.89544 1.79885 0.60158
H 6.76383 3.29271 1.51298
C 1.18343 -0.80478 -0.93129
C 0.10998 -1.48525 -0.05246
C -0.58236 -0.25866 0.51161
O 0.26497 0.87739 0.37655
C 1.54616 0.43243 -0.09799
H 0.68964 -0.45306 -1.82592
H 1.92203 -1.46333 -1.22698
H 0.53938 -2.10365 0.71461
H -0.55295 -2.09972 -0.73248
H -0.94645 -0.45251 1.53694
H -1.51111 0.04390 0.01390
H 2.18909 0.16526 0.73219
H 1.99200 1.19785 -0.74694
```

The molar mass is 801.06 g mol⁻¹. The spin multiplicity is 1. As for the SMILES: CCOC(C)=O.CCOC(C)=O.CCOC(C)=O.CCOC(C)=O.CCOC(C)=O.C1CCOC1.C1CCOC1.C1CCOC1.C1CCOC1.C1CCOC1. Its lowest unoccupied orbital energy is 0.603 eV.


No. 4
Density functional theory data (ωB97M-V/def2-TZVPD) for a single C3H6N2S2 molecule in a non-equilibrium geometry.

Geometry as XYZ:
```
13
C3H6N2S2 | the Open Molecules 2025 dataset | ωB97M-V/def2-TZVPD
C -1.76283 1.46761 1.33589
N -1.23012 0.58616 0.35539
S -0.09889 1.43192 -0.48545
C 0.83645 0.12540 -1.16538
S 2.30317 0.17535 -1.92058
C 0.17401 -1.16506 -0.80344
N 1.16106 -1.45029 0.34982
H -2.81930 1.02715 1.69005
H -1.34266 2.53076 1.70331
H 0.45504 -1.96315 -1.56021
H -0.90182 -0.88882 -0.58439
H 0.99619 -0.59316 1.25286
H 2.22969 -1.28388 -0.16788
```

The molar mass is 134.23 g mol⁻¹. The spin multiplicity is 1. As for the SMILES: C=NSC(=S)CN. For the energy above the lowest of the compared OMol25 structures with the same formula, charge and spin, the calculation gives 518.0 kJ/mol. Its lowest unoccupied orbital energy is -0.809 eV.


No. 5
Density functional theory data (ωB97M-V/def2-TZVPD) for 9 unconnected molecules or ions with the total composition C50H45F7N2 in a non-equilibrium geometry.

Geometry as XYZ:
```
104
C50H45F7N2 | the Open Molecules 2025 dataset | ωB97M-V/def2-TZVPD
C -1.03683 -0.77181 3.99304
C -0.23728 0.42100 4.01722
C -0.65829 1.23091 5.05310
N -1.71169 0.52772 5.68200
C -1.87403 -0.69597 5.08149
H -0.90683 -1.50779 3.24637
H 0.48487 0.71751 3.19368
H -0.46309 2.19457 5.47438
H -2.12963 0.75301 6.55082
H -2.62759 -1.39518 5.45253
C 3.07544 -1.20567 4.68712
C 3.59217 -0.79111 3.44627
C 4.59119 -1.66267 3.03780
N 4.67490 -2.59900 4.03007
C 3.74089 -2.31200 5.01448
H 2.38091 -0.56372 5.22029
H 3.14636 0.02138 2.86262
H 5.20055 -1.85092 2.18176
H 5.31917 -3.40734 4.04655
H 3.63916 -2.98791 5.83164
F -0.05877 5.60858 3.15926
C 0.59628 4.71684 2.30583
C 0.70095 5.01650 0.95216
C 1.37873 4.07525 0.19100
C 1.94065 2.92053 0.77051
C 1.88026 2.73735 2.12394
C 1.23672 3.64156 2.93256
H 0.21783 5.91766 0.61780
H 1.47098 4.18436 -0.86883
H 2.26087 2.05704 0.16351
H 2.39377 1.85650 2.51723
H 1.22672 3.54121 3.99321
F 8.64238 -0.23489 -3.93905
C 7.47682 -0.36051 -3.21794
C 6.93506 0.78530 -2.64365
C 5.65602 0.81619 -2.02514
C 4.92934 -0.32721 -2.11454
C 5.48462 -1.44730 -2.69772
C 6.76838 -1.47789 -3.24777
H 7.46639 1.75288 -2.66996
H 5.26594 1.73871 -1.51674
H 3.94710 -0.33541 -1.67741
H 4.89973 -2.28499 -2.98013
H 7.18380 -2.33025 -3.77661
F -0.35514 -2.63385 -2.24220
C -1.65363 -2.32692 -2.00703
C -2.33771 -1.52441 -2.88602
C -3.69745 -1.20396 -2.60824
C -4.29768 -1.73928 -1.46897
C -3.57954 -2.54279 -0.58517
C -2.20840 -2.78604 -0.78745
H -1.84551 -1.13367 -3.74728
H -4.24106 -0.54607 -3.28176
H -5.35711 -1.61162 -1.33682
H -4.10492 -2.88949 0.25535
H -1.62977 -3.31794 0.02828
F -5.99531 2.25851 -0.43905
C -4.88323 2.32497 0.33991
C -4.43112 1.18327 0.96520
C -3.43150 1.29667 1.93865
C -2.91980 2.56242 2.18591
C -3.30181 3.66992 1.37349
C -4.29554 3.55139 0.43587
H -4.84289 0.26918 0.65460
H -3.03796 0.56178 2.56176
H -2.04672 2.67035 2.81044
H -2.77321 4.60002 1.50483
H -4.74682 4.41132 -0.03658
F 2.54429 -4.00971 -1.39924
C 2.00284 -4.19739 -0.14809
C 1.98544 -3.15744 0.78733
C 1.34348 -3.32308 1.98529
C 0.68751 -4.51741 2.30101
C 0.65279 -5.54504 1.38809
C 1.34201 -5.39224 0.17007
H 2.54131 -2.23887 0.55549
H 1.41022 -2.61217 2.77996
H 0.33602 -4.70250 3.34353
H 0.12541 -6.46334 1.62921
H 1.21527 -6.17534 -0.61807
F -5.76816 -0.93053 -7.20341
C -5.24857 -0.01112 -6.39563
C -6.14064 0.72014 -5.60248
C -5.62434 1.65404 -4.67825
C -4.27304 1.61670 -4.44801
C -3.36665 0.99109 -5.29086
C -3.88432 0.13514 -6.23844
H -7.19162 0.49160 -5.80633
H -6.22918 2.23768 -3.95286
H -3.88753 2.14043 -3.57683
H -2.30053 1.18614 -5.27148
H -3.19892 -0.37801 -6.92232
F -1.35747 2.90554 -1.03011
C -0.51214 1.85642 -1.22657
C -0.47243 0.94760 -0.20235
C 0.43610 -0.10074 -0.26353
C 1.29984 -0.15764 -1.40576
C 1.25705 0.83275 -2.39099
C 0.40034 1.87050 -2.29735
H -1.20768 1.02404 0.60595
H 0.57231 -0.94619 0.37401
H 2.06068 -0.98315 -1.41203
H 1.99453 0.78541 -3.17459
H 0.36868 2.65997 -3.04686
```

The molar mass is 806.91 g mol⁻¹. The spin multiplicity is 1. As for the SMILES: c1cc[nH]c1.c1cc[nH]c1.Fc1ccccc1.Fc1ccccc1.Fc1ccccc1.Fc1ccccc1.Fc1ccccc1.Fc1ccccc1.Fc1ccccc1. For the energy above the lowest of the compared OMol25 structures with the same formula, charge and spin, the calculation gives 0.0 kJ/mol. Its lowest unoccupied orbital energy is 0.576 eV.


No. 6
Density functional theory data (ωB97M-V/def2-TZVPD) for 2 unconnected molecules or ions with the total composition C29H31N5O7 in a non-equilibrium geometry.

Geometry as XYZ:
```
72
C29H31N5O7 | the Open Molecules 2025 dataset | ωB97M-V/def2-TZVPD
C 1.35368 2.74671 -7.06689
N 0.02217 2.32681 -6.63271
C -0.75190 1.47306 -7.31594
O -0.39700 1.01306 -8.39538
C -2.09674 1.08132 -6.66445
C -2.00268 -0.09467 -5.67381
C -0.93163 0.01364 -4.63072
C -1.12269 0.37797 -3.34280
N 0.08736 0.37358 -2.67637
C 1.12597 0.01515 -3.50789
C 2.50794 -0.11684 -3.30958
C 3.31578 -0.51547 -4.38796
C 2.73339 -0.78377 -5.63940
C 1.34356 -0.65251 -5.82430
C 0.50353 -0.24099 -4.76579
N -3.24476 0.91250 -7.57900
C -3.45963 0.11866 -8.63383
C -2.45424 -0.89982 -9.13637
O -4.53339 0.20493 -9.20983
H 2.07961 1.96754 -6.82636
H 1.64157 3.67208 -6.56854
H 1.36022 2.90541 -8.14743
H -0.29249 2.62651 -5.72429
H -2.35639 1.94109 -6.04767
H -2.96419 -0.19482 -5.16771
H -1.83019 -1.02205 -6.21513
H -2.08508 0.61927 -2.90603
H 0.18234 0.56351 -1.69096
H 2.94508 0.07843 -2.34249
H 4.38388 -0.62424 -4.25647
H 3.35814 -1.09394 -6.46658
H 0.91211 -0.86038 -6.79372
H -4.02918 1.52164 -7.41213
H -2.99231 -1.75554 -9.53801
H -1.78665 -1.23071 -8.35013
H -1.86847 -0.44129 -9.93114
C -1.25081 2.46903 0.36043
O -1.99459 1.98909 1.48508
C -1.37779 1.12778 2.36064
C -2.14257 0.71246 3.45079
C -1.63140 -0.17408 4.39893
C -0.32344 -0.66019 4.27750
C 0.21638 -1.64574 5.27499
N -0.05843 -1.16319 6.63537
C 0.68569 -1.57033 7.74547
C 1.39197 -2.79002 7.71793
N 2.17327 -3.21760 8.71464
C 2.30194 -2.46645 9.82944
C 3.20573 -2.91093 10.93477
O 3.75367 -4.00215 10.86056
O 3.40261 -2.07787 11.99057
C 1.59161 -1.25416 9.94223
C 0.75985 -0.77306 8.90782
C 0.03922 0.50927 9.09309
O -0.62071 0.98615 8.18173
O 0.14903 1.11694 10.29532
C 0.45823 -0.24601 3.18953
C -0.06299 0.63914 2.23901
H -1.87248 3.15335 -0.22458
H -0.95269 1.63965 -0.28673
H -0.35826 3.01319 0.68577
H -3.15748 1.08347 3.55341
H -2.26194 -0.49080 5.22634
H 1.29511 -1.76615 5.12577
H -0.26035 -2.61950 5.11807
H -0.45473 -0.21672 6.71380
H 1.32230 -3.42475 6.84084
H 4.01143 -2.55837 12.57434
H 1.70474 -0.68077 10.85850
H -0.38775 1.91984 10.21651
H 1.47460 -0.61292 3.07438
H 0.57430 0.93656 1.41556
```

The molar mass is 561.59 g mol⁻¹. The spin multiplicity is 1. As for the SMILES: CNC(=O)[C@H](Cc1c[nH]c2ccccc12)NC(C)=O.COc1ccc(CNc2cnc(C(=O)O)cc2C(=O)O)cc1. For the energy above the lowest of the compared OMol25 structures with the same formula, charge and spin, the calculation gives 0.0 kJ/mol. Its lowest unoccupied orbital energy is -0.337 eV.


No. 7
Density functional theory data (ωB97M-V/def2-TZVPD) for a molecular structure, C6H12O in a non-equilibrium geometry.

Geometry as XYZ:
```
19
C6H12O | the Open Molecules 2025 dataset | ωB97M-V/def2-TZVPD
C 2.40983 0.04179 0.26523
C 1.00040 -0.32784 -0.12378
O 0.50592 -0.98505 1.03000
C 0.13750 0.90542 -0.40765
C -1.16082 0.93237 -1.16843
C -1.18971 0.77498 0.30937
C -1.64148 -1.18329 0.40628
H 2.94372 0.54617 -0.53785
H 2.93853 -0.86872 0.56088
H 2.35720 0.69926 1.14236
H 0.97194 -1.02473 -0.97575
H -0.16353 -0.34558 1.34792
H 0.70747 1.84331 -0.45561
H -1.48940 0.05662 -1.71166
H -1.43957 1.87379 -1.63900
H -1.50756 1.65703 0.91225
H -1.14939 -1.76784 -0.40576
H -2.65078 -0.96042 0.16631
H -1.58029 -1.86726 1.28488
```

The molar mass is 100.16 g mol⁻¹. The spin multiplicity is 1. For the energy above the lowest of the compared OMol25 structures with the same formula, charge and spin, the calculation gives 440.1 kJ/mol. Its lowest unoccupied orbital energy is 1.034 eV.


No. 8
Density functional theory data (ωB97M-V/def2-TZVPD) for a gas-phase ion, C5H11N2 (charge +1) in a non-equilibrium geometry.

Geometry as XYZ:
```
18
C5H11N2 | the Open Molecules 2025 dataset | ωB97M-V/def2-TZVPD
C 1.32924 -1.26832 0.09496
C 1.38422 1.22603 0.05105
C -0.03369 -1.26027 -0.48680
C -0.04437 1.24232 -0.45267
C -1.96562 0.08394 0.60916
N 1.22641 0.01429 0.83989
N -0.59342 0.05221 0.12724
H 1.30532 -1.97265 0.87048
H 2.22047 -1.32613 -0.66011
H 2.28376 1.15529 -0.62604
H 1.71122 2.00339 0.68861
H -0.21532 -1.18184 -1.62078
H -0.54398 -2.12695 -0.13616
H -0.65280 2.07400 -0.14696
H -0.29338 1.33277 -1.60343
H -2.08826 -0.98429 1.08529
H -2.15505 0.74110 1.39291
H -2.87476 0.19513 -0.02665
```

The molar mass is 99.16 g mol⁻¹. The spin multiplicity is 1. Its charge is +1. For the energy above the lowest of the compared OMol25 structures with the same formula, charge and spin, the calculation gives 492.5 kJ/mol. Its lowest unoccupied orbital energy (alpha / beta) is -6.260 / -5.698 eV.